17
Properties=species:S:1:pos:R:3:forces:R:3 method="wB97M-V/def2-TZVPD" gap_ev=10.2 relative_energy_kcal_mol=146.1 charge=0 homo_energy_ev=-9.56
C -2.396643 -0.928538 -0.129527 0.27 -0.92 -1.02
C -1.215966 0.116773 0.235822 -4.21 2.15 2.84
C 0.110995 -0.375029 -0.000877 1.88 -1.09 0.03
C 2.410810 0.559198 0.058716 -0.12 3.78 2.39
C 3.122146 -0.480927 -0.141846 1.13 -4.39 -4.05
H -2.773366 -0.451889 -1.385902 0.84 -1.99 4.15
H -1.667040 -2.218341 -0.169250 -2.83 4.24 -0.05
H -3.387174 -0.999948 0.782212 3.32 0.41 -3.25
H -1.175335 0.209002 1.430255 -0.20 -0.49 -2.08
H -0.536210 2.102060 0.049061 -2.45 -1.63 -1.14
H -2.221033 2.083539 0.037733 0.63 -1.43 -0.05
H 3.012022 1.441919 0.488946 -2.01 -0.77 -0.48
H 4.282333 -0.515809 -0.056987 -2.54 0.11 -0.07
H 2.512713 -1.215656 -0.881786 2.07 0.81 2.30
N -1.411300 1.519131 -0.300753 1.95 1.24 1.04
O 0.319548 -1.566795 0.035184 1.42 1.55 -0.37
O 1.013493 0.721305 -0.050997 0.84 -1.59 -0.19